(1)
# C15H22ClFN3O2

A 2-piece molecular cluster, C15H22ClFN3O2 overall in a non-equilibrium geometry (the ωB97M-V functional and the def2-TZVPD basis, the OMol25 dataset).

Results
- E_HOMO: -11.3 eV
- Molecular weight: 330.81 g mol⁻¹
- Spin multiplicity: 1
- Total charge: +1
- Lowest unoccupied orbital energy: -2.563 eV
- Relative energy (zero: lowest compared OMol25 entry of this formula, charge and spin): 0.0 kcal/mol
- DFT total energy: -1459.1857 hartree
- Gap between HOMO and LUMO: 8.7 eV

Last column: natural (NBO) charge in e.
Geometry (Å):
Cl 2.20662 3.90500 -4.30976  -0.01
C 2.44080 2.09869 -4.31374  -0.19
N 2.01118 1.49259 -3.04838  -0.23
C 2.83104 1.99643 -1.82688  -0.24
C 2.38527 1.28408 -0.57875  -0.26
N 1.35797 0.29840 -0.94629  -0.38
F -0.08701 -1.35450 1.06032  -0.32
C 1.84411 -0.71630 -1.88877  -0.26
C 2.25572 -0.01433 -3.16438  -0.24
C 0.14432 0.96467 -1.48874  -0.26
C 0.49945 1.68293 -2.76206  -0.24
H 1.84087 1.70408 -5.13243  0.24
H 3.50545 1.91578 -4.46155  0.24
H 3.87988 1.77424 -2.05423  0.23
H 2.66397 3.07532 -1.77035  0.25
H 3.20339 0.72217 -0.09910  0.24
H 1.91702 1.96953 0.14923  0.23
H 2.69654 -1.23184 -1.42149  0.23
H 1.01330 -1.41008 -2.06519  0.23
H 1.65885 -0.36211 -4.03143  0.23
H 3.33453 -0.14542 -3.37354  0.23
H -0.59200 0.17169 -1.67180  0.23
H -0.21848 1.66210 -0.71623  0.23
H 0.32490 2.76101 -2.71116  0.25
H -0.02803 1.25594 -3.62905  0.23
C -5.40197 -1.63128 3.22809  -0.63
C -3.93743 -1.56110 3.05928  0.02
C -3.30169 -0.34019 2.97341  -0.22
C -1.93315 -0.21511 2.84188  -0.15
C -1.18726 -1.40831 2.93172  -0.14
C 0.15646 -1.45561 2.36001  0.30
N 1.11539 -0.32229 2.90093  0.49
O 2.33801 -0.55246 2.82524  -0.38
O 0.60059 0.60369 3.52074  -0.34
C -1.77497 -2.67721 2.93386  -0.17
C -3.16435 -2.74144 3.04123  -0.21
H -5.68103 -2.64307 3.44942  0.22
H -5.70998 -0.98543 4.03676  0.23
H -5.89906 -1.30783 2.33433  0.23
H -3.87520 0.61019 2.99845  0.22
H -1.43543 0.70820 2.53294  0.23
H 0.78984 -2.35273 2.51989  0.20
H -1.14071 -3.52196 2.65940  0.22
H -3.64772 -3.70616 3.10816  0.22

---

(2)
# C15H22ClN3OS

One molecule with the formula C15H22ClN3OS (the ωB97M-V functional and the def2-TZVPD basis, the OMol25 dataset).

Results
- E_HOMO: -7.8 eV
- Molecular weight: 327.88 g mol⁻¹
- Spin multiplicity: 1
- Lowest unoccupied orbital energy: 0.656 eV
- DFT total energy: -1682.6543 hartree
- SMILES: COC[C@H](C)NC(=S)N1CCN(c2ccccc2Cl)CC1
- Gap between HOMO and LUMO: 8.4 eV

Last column: natural (NBO) charge in e.
Geometry (Å):
C -2.98940 0.41820 -2.78575  -0.25
H -3.77129 -0.08455 -3.36680  0.16
O -2.66655 -0.30685 -1.62482  -0.55
C -3.75802 -0.51341 -0.75734  -0.07
C -3.19606 -0.73690 0.65593  -0.06
N -2.70929 0.52600 1.20681  -0.65
C -1.78797 1.27351 0.49253  0.33
N -0.57581 0.73993 0.27359  -0.44
C 0.37367 1.34743 -0.62716  -0.24
H -0.11453 2.17678 -1.13992  0.26
C 1.60457 1.84627 0.13863  -0.22
N 2.21371 0.75640 0.87479  -0.46
C 3.23902 0.01401 0.30563  0.23
C 3.19129 -1.38059 0.19745  -0.28
C 4.23984 -2.10812 -0.33103  -0.20
C 5.37914 -1.46786 -0.78321  -0.22
C 5.46952 -0.09198 -0.66471  -0.21
C 4.42886 0.63128 -0.11363  -0.09
Cl 4.68028 2.33488 0.11509  0.00
H 6.36157 0.42784 -0.97799  0.23
H 6.19624 -2.02880 -1.20817  0.22
H 4.15803 -3.18270 -0.39858  0.21
H 2.31168 -1.90979 0.52806  0.21
C 1.25439 0.13120 1.75069  -0.22
H 1.72467 -0.69446 2.28567  0.22
C -0.02221 -0.35476 1.03183  -0.24
H -0.73831 -0.68222 1.78442  0.23
H 0.20697 -1.18399 0.35209  0.19
H 0.95347 0.88871 2.48488  0.21
H 2.31166 2.27537 -0.56673  0.23
H 1.29930 2.62028 0.85034  0.21
H 0.67991 0.59258 -1.36211  0.19
S -2.18738 2.81122 0.02091  -0.27
H -3.49714 1.12318 1.44445  0.40
C -4.24312 -1.31065 1.60022  -0.61
H -3.83173 -1.39523 2.60257  0.22
H -5.11643 -0.66291 1.63706  0.21
H -4.55496 -2.29557 1.26475  0.22
H -2.35569 -1.42919 0.55743  0.20
H -4.41868 0.36552 -0.75572  0.18
H -4.34361 -1.38694 -1.08178  0.17
H -3.32256 1.43212 -2.53449  0.19
H -2.07706 0.47472 -3.37585  0.19

---

(3)
# C15H22DyF5N2S4Te

C15H22DyF5N2S4Te as an isolated structure in a non-equilibrium geometry (the ωB97M-V functional and the def2-TZVPD basis, the OMol25 dataset).

Results
- E_HOMO (spin up / spin down): -7.6 / -7.6 eV
- Molecular weight: 743.71 g mol⁻¹
- Spin multiplicity: 6
- Expectation value of S²: 9.338
- Lowest unoccupied orbital energy (spin up / spin down): 0.042 / 0.047 eV
- Relative energy (zero: lowest compared OMol25 entry of this formula, charge and spin): 2.3 kcal/mol
- DFT total energy: -3939.4241 hartree
- Gap between HOMO and LUMO (spin up / spin down): 7.6 / 7.6 eV

Last column: Mulliken spin population.
Geometry (Å):
Dy 0.02163 0.19719 0.12258  4.96
C -1.01410 1.90340 2.85271  0.00
N -1.24676 0.63708 2.17318  0.04
C -2.69542 0.45779 1.94808  0.00
C -0.70051 -0.43682 3.11822  0.00
C -0.87684 -1.84357 2.57306  -0.01
N -0.12790 -2.11758 1.37341  0.03
C 1.15172 -2.78129 1.68587  0.00
C -0.91987 -3.00086 0.49598  0.00
H -1.61306 1.98658 3.72545  0.00
H -1.29761 2.74801 2.17809  0.00
H 0.01850 2.21558 3.02673  0.00
H -3.27464 0.65438 2.88267  0.00
H -3.01443 -0.54947 1.58109  0.00
H -3.03562 1.12007 1.19420  0.00
H -1.21356 -0.21965 4.04010  0.00
H 0.38483 -0.17001 3.18715  0.00
H -1.97714 -1.95509 2.49304  0.00
H -0.64979 -2.59360 3.34593  0.00
H 0.97690 -3.83727 2.02622  0.00
H 1.64927 -2.28454 2.48652  0.00
H 1.75617 -2.74289 0.79252  0.00
H -1.12339 -3.98288 1.00440  0.00
H -0.33715 -3.18555 -0.43884  0.00
H -1.87748 -2.53238 0.25252  0.00
S 4.15293 1.88332 -0.47797  0.00
C 2.73700 1.51734 0.19300  0.00
S 2.50728 0.02762 1.07427  -0.01
S 1.24778 2.45209 -0.03505  0.00
C 1.78933 -2.06811 -3.40134  0.00
Te 2.46376 -0.33321 -2.47636  -0.01
C 3.82068 -1.51003 -1.32842  0.00
H 2.53371 -2.83287 -3.07410  0.00
H 1.79217 -2.05090 -4.53209  0.00
H 0.78586 -2.45141 -3.04671  0.00
H 4.41434 -2.14364 -2.03766  0.00
H 3.24992 -2.07497 -0.63305  0.00
H 4.42762 -0.79752 -0.76040  0.00
F -0.55952 5.24036 -3.36685  0.00
C -0.82997 4.01079 -2.92925  0.00
C -0.52453 2.85252 -3.64640  0.00
F 0.15436 2.97125 -4.78191  0.00
C -0.97573 1.62610 -3.22067  0.00
F -0.57188 0.56240 -3.93909  0.00
C -1.61766 1.46349 -1.99797  -0.01
S -2.06849 -0.15435 -1.48560  0.00
C -1.87245 2.63465 -1.30200  0.01
F -2.65601 2.63651 -0.19460  0.00
C -1.51270 3.90022 -1.76444  0.00
F -1.85157 4.95173 -0.95622  0.00

---

(4)
# C15H22N2

One molecule with the formula C15H22N2 (the ωB97M-V functional and the def2-TZVPD basis, the OMol25 dataset).

Results
- E_HOMO: -8.3 eV
- Molecular weight: 230.36 g mol⁻¹
- Spin multiplicity: 1
- Lowest unoccupied orbital energy: 0.760 eV
- Relative energy (zero: lowest compared OMol25 entry of this formula, charge and spin): 0.0 kcal/mol
- DFT total energy: -694.3166 hartree
- SMILES: CC[C@H](C)Cn1c(C(C)C)nc2ccccc21
- Gap between HOMO and LUMO: 9.0 eV

Last column: natural (NBO) charge in e.
Geometry (Å):
C 1.32828 1.26829 1.86087  -0.62
H 0.66002 1.96475 2.35993  0.21
H 2.14145 1.03567 2.54568  0.21
C 1.90021 1.88160 0.58643  -0.40
H 2.67289 1.22421 0.18093  0.19
H 2.39326 2.81997 0.85527  0.21
C 0.88192 2.19485 -0.52196  -0.21
C -0.31091 2.97677 0.02142  -0.62
H -0.91610 3.36307 -0.79578  0.21
H -0.93817 2.35204 0.65064  0.22
H 0.03816 3.82281 0.60941  0.21
H 1.40076 2.84001 -1.24373  0.20
C 0.44718 0.96765 -1.35572  -0.20
N -0.24901 -0.07663 -0.65234  -0.38
C 0.26203 -1.24121 -0.12715  0.43
N -0.63968 -1.97527 0.45872  -0.51
C -1.82510 -1.30415 0.32425  0.16
C -3.10285 -1.64724 0.74943  -0.22
C -4.13520 -0.79179 0.42915  -0.23
C -3.91389 0.37289 -0.30725  -0.22
C -2.65090 0.73457 -0.73124  -0.24
C -1.60134 -0.10542 -0.39222  0.08
H -2.50066 1.63159 -1.31220  0.21
H -4.75354 1.00585 -0.55487  0.21
H -5.14160 -1.02838 0.74220  0.21
H -3.26772 -2.55865 1.30133  0.22
C 1.67737 -1.69161 -0.29673  -0.28
C 2.11754 -2.50703 0.91694  -0.59
H 2.11772 -1.89000 1.81175  0.21
H 1.42674 -3.33047 1.07010  0.23
H 3.11971 -2.90041 0.76254  0.20
C 1.76525 -2.53867 -1.57236  -0.59
H 1.11932 -3.40784 -1.47852  0.22
H 2.78736 -2.87602 -1.72976  0.21
H 1.44986 -1.96812 -2.44431  0.20
H 2.33601 -0.82512 -0.40179  0.21
H 1.33402 0.53412 -1.82562  0.21
H -0.21322 1.32196 -2.15508  0.21
H 0.78284 0.35136 1.66162  0.21

---

(5)
# C15H22N2O3

One molecule with the formula C15H22N2O3 (the ωB97M-V functional and the def2-TZVPD basis, the OMol25 dataset).

Results
- E_HOMO: -8.3 eV
- Molecular weight: 278.35 g mol⁻¹
- Spin multiplicity: 1
- Lowest unoccupied orbital energy: 0.763 eV
- Relative energy (zero: lowest compared OMol25 entry of this formula, charge and spin): 48.4 kcal/mol
- DFT total energy: -920.0015 hartree
- SMILES: COc1ccc(CC(=O)NCCN2CCOCC2)cc1
- Gap between HOMO and LUMO: 9.1 eV

Last column: natural (NBO) charge in e.
Geometry (Å):
C 3.81960 -0.83058 2.29024  -0.25
H 3.82917 -1.04942 1.21740  0.18
O 2.72408 -0.02067 2.64111  -0.49
C 1.46665 -0.49346 2.41742  0.29
C 1.16447 -1.73549 1.86923  -0.26
C -0.15593 -2.09489 1.66015  -0.20
C -1.19905 -1.24123 1.99070  -0.05
C -0.88738 -0.00822 2.55627  -0.21
C 0.42332 0.36264 2.77028  -0.25
H 0.66906 1.31779 3.20653  0.23
H -1.68130 0.66882 2.84144  0.21
C -2.61442 -1.61682 1.66072  -0.52
C -2.84466 -1.46979 0.15407  0.69
O -3.26028 -2.36513 -0.54752  -0.62
N -2.55238 -0.23299 -0.30722  -0.63
H -2.11232 0.41716 0.32496  0.40
C -2.54564 0.07751 -1.71752  -0.25
H -2.77840 1.13608 -1.84925  0.20
C -1.21422 -0.27905 -2.41733  -0.21
N -0.08204 0.59124 -2.20577  -0.45
C -0.20432 1.93160 -2.74249  -0.25
C 1.18728 2.57087 -2.74085  -0.07
O 1.73576 2.60752 -1.44393  -0.52
C 1.81707 1.31055 -0.89995  -0.07
C 0.43832 0.64856 -0.85615  -0.25
H 0.52131 -0.36256 -0.45566  0.22
H -0.20048 1.24842 -0.18333  0.15
H 2.22344 1.42424 0.10637  0.20
H 2.49506 0.69282 -1.50789  0.16
H 1.14059 3.60643 -3.08212  0.19
H 1.84493 1.99289 -3.40716  0.17
H -0.58203 1.87647 -3.76508  0.20
H -0.88277 2.56448 -2.14337  0.16
H -0.92485 -1.28359 -2.09679  0.21
H -1.39764 -0.30620 -3.49486  0.20
H -3.33568 -0.52305 -2.17480  0.23
H -3.31991 -0.97205 2.18789  0.23
H -2.81951 -2.65458 1.92484  0.24
H -0.37957 -3.05680 1.22233  0.22
H 1.94490 -2.42758 1.59526  0.22
H 4.70617 -0.25330 2.54736  0.20
H 3.82360 -1.76865 2.85449  0.18

---

(6)
# C15H22N2O3

One molecule with the formula C15H22N2O3 (the ωB97M-V functional and the def2-TZVPD basis, the OMol25 dataset).

Results
- E_HOMO: -8.4 eV
- Molecular weight: 278.35 g mol⁻¹
- Spin multiplicity: 1
- Lowest unoccupied orbital energy: 0.775 eV
- Relative energy (zero: lowest compared OMol25 entry of this formula, charge and spin): 47.6 kcal/mol
- DFT total energy: -920.0028 hartree
- SMILES: CCOc1ccc(C(=O)NCCN2CCOCC2)cc1
- Gap between HOMO and LUMO: 9.1 eV

Last column: natural (NBO) charge in e.
Geometry (Å):
C 7.11634 1.73144 -0.02450  -0.62
C 6.07664 0.62320 0.02750  -0.07
O 4.80161 1.22556 -0.09242  -0.51
C 3.69529 0.44437 -0.05861  0.40
C 3.69370 -0.94220 0.07078  -0.33
C 2.49439 -1.62755 0.09420  -0.13
C 1.27827 -0.96516 -0.02743  -0.18
C 1.28456 0.42442 -0.14203  -0.17
C 2.47408 1.11783 -0.15511  -0.29
H 2.49078 2.19348 -0.23484  0.22
H 0.35919 0.98127 -0.18671  0.21
C 0.03317 -1.78066 0.01847  0.66
O -0.03620 -2.83830 0.61723  -0.63
N -1.01186 -1.27530 -0.68294  -0.62
H -0.90235 -0.40462 -1.17428  0.40
C -2.30534 -1.91546 -0.67935  -0.25
H -2.80369 -1.72473 -1.63178  0.20
C -3.19782 -1.47474 0.50282  -0.21
N -3.80253 -0.16562 0.43883  -0.45
C -2.89575 0.96190 0.47488  -0.25
C -3.71629 2.22119 0.76515  -0.07
H -3.08442 3.11110 0.75628  0.19
O -4.69644 2.42272 -0.22676  -0.52
C -5.55872 1.31142 -0.30648  -0.07
C -4.78453 0.02550 -0.60921  -0.25
H -5.47069 -0.82322 -0.61744  0.21
H -4.32164 0.12105 -1.60770  0.16
H -6.27140 1.53416 -1.10241  0.19
H -6.09597 1.18823 0.64550  0.17
H -4.19520 2.11880 1.74990  0.17
H -2.15691 0.80608 1.26289  0.21
H -2.37538 1.11069 -0.48898  0.15
H -4.01193 -2.19815 0.59864  0.20
H -2.59481 -1.51961 1.41350  0.21
H -2.12570 -2.98896 -0.57544  0.23
H 2.48331 -2.70112 0.20696  0.23
H 4.61632 -1.49376 0.15841  0.22
H 6.23656 -0.08664 -0.79588  0.17
H 6.14790 0.08003 0.97980  0.17
H 6.95188 2.43247 0.78911  0.21
H 8.11256 1.30793 0.06438  0.21
H 7.03886 2.26913 -0.96544  0.21